Entry from OMol25: a single C13H16F5O4PSi molecule at a distorted geometry (ωB97M-V/def2-TZVPD).

Geometry as XYZ:
```
40
Properties=species:S:1:pos:R:3:nbo_charge:R:1
C 2.29 2.69 2.90 -0.41
C 1.83 1.46 2.45 -0.18
C 0.63 1.32 1.46 -0.91
Si 1.16 0.23 -0.04 1.26
C 1.98 -1.35 0.60 -0.93
C 2.80 -2.18 -0.48 -0.06
O 4.18 -2.26 -0.07 -0.72
C -0.30 -0.05 -1.25 0.33
F 0.13 -0.95 -2.25 -0.35
F -0.56 1.18 -1.88 -0.35
C -1.62 -0.58 -0.61 -0.12
C -1.73 -1.67 0.35 -0.20
C -3.03 -2.12 0.87 -0.20
C -4.28 -1.49 0.43 -0.20
C -4.16 -0.39 -0.53 -0.06
C -5.49 0.27 -1.03 0.96
F -6.39 0.41 0.00 -0.32
F -6.11 -0.51 -1.99 -0.33
F -5.20 1.50 -1.59 -0.32
C -2.87 0.07 -1.05 -0.18
P 2.66 1.49 -1.15 1.89
O 3.79 1.90 -0.26 -1.08
O 3.17 0.73 -2.55 -0.98
O 1.91 2.91 -1.65 -0.98
H 1.57 3.36 3.43 0.20
H 3.38 2.92 2.75 0.23
H 2.38 0.56 2.82 0.20
H -0.30 0.89 1.92 0.25
H 0.39 2.33 1.00 0.26
H 2.73 -1.05 1.39 0.28
H 1.28 -2.07 1.12 0.24
H 2.44 -3.26 -0.48 0.17
H 2.70 -1.81 -1.53 0.21
H 4.26 -2.87 0.67 0.47
H -0.83 -2.21 0.70 0.22
H -3.06 -2.98 1.60 0.23
H -5.25 -1.88 0.82 0.24
H -2.90 0.91 -1.77 0.26
H 4.00 1.17 -2.83 0.50
H 2.45 3.36 -2.32 0.50
```

- Largest force on an atom: 0.0638 Eh/bohr
- SMILES: C=CC[Si@@](CCO)(C(F)(F)c1cccc(C(F)(F)F)c1)P(=O)(O)O
- E_HOMO: -0.30227 Eh
- Orbital gap: 8.149 eV